A cluster of 13 separate species, C5H39N3O12 in total, computed with ωB97M-V/def2-TZVPD.

Each line ends with the Mulliken charge.
Positions of all 59 atoms, in Å:
C (2.645, -2.047, 1.358)  -0.729
N (2.492, -1.218, 0.168)  0.450
C (3.695, -0.868, -0.599)  -0.813
C (3.384, 0.137, -1.694)  -0.223
C (3.557, 1.576, -1.287)  -0.672
N (2.210, 2.068, -0.739)  -0.564
C (1.382, -1.769, 2.227)  -0.420
N (1.272, -0.304, 2.502)  -0.342
H (2.701, -3.130, 1.230)  0.338
H (3.592, -1.669, 1.760)  0.369
H (1.710, -1.433, -0.446)  -0.253
H (4.365, -0.295, 0.074)  0.440
H (4.365, -1.702, -0.899)  0.392
H (3.973, -0.197, -2.574)  0.373
H (2.418, -0.204, -2.134)  -0.035
H (3.693, 2.182, -2.163)  0.366
H (4.222, 1.622, -0.441)  0.349
H (1.844, 1.375, -0.092)  0.092
H (2.463, 2.902, -0.216)  0.247
H (0.494, -2.287, 1.881)  0.097
H (1.611, -2.290, 3.243)  0.417
H (1.936, -0.046, 3.226)  0.305
H (1.598, 0.131, 1.654)  -0.029
H (-2.533, 2.485, 3.543)  0.344
H (-1.177, 2.677, 2.872)  0.313
O (-1.696, 2.961, 3.626)  -0.659
H (-0.515, 0.185, 1.256)  0.026
H (-0.783, 1.141, 0.053)  0.227
O (-0.794, 1.081, 1.023)  -0.113
H (0.396, -0.660, -2.282)  0.134
H (0.600, -2.095, -2.641)  0.404
O (0.535, -1.223, -3.054)  -0.758
H (-1.259, -2.988, -0.962)  0.311
H (-1.582, -1.637, -1.133)  0.315
O (-0.881, -2.160, -0.626)  -0.595
H (0.468, 4.139, 1.393)  0.364
H (0.569, 2.709, 1.254)  0.207
O (1.047, 3.426, 1.702)  -0.624
H (-3.493, 1.714, -0.089)  0.303
H (-3.417, 0.986, -1.553)  0.290
O (-3.151, 1.713, -0.987)  -0.616
H (-3.735, -2.161, 0.848)  0.356
H (-2.323, -1.909, 1.014)  0.218
O (-2.969, -2.588, 1.258)  -0.632
H (-3.595, -1.268, 3.740)  0.300
H (-2.323, -1.710, 3.048)  0.288
O (-2.792, -0.919, 3.333)  -0.612
H (-2.415, 1.353, 1.450)  0.429
H (-3.322, 0.250, 2.033)  0.297
O (-3.345, 1.070, 1.504)  -0.725
H (-1.988, 0.229, -4.311)  0.297
H (-0.936, -0.853, -3.770)  0.488
O (-1.877, -0.695, -4.059)  -0.778
H (-1.668, 2.322, -2.435)  0.304
H (-0.274, 2.286, -2.941)  0.276
O (-1.115, 1.823, -3.044)  -0.571
H (-3.717, -1.748, -2.534)  0.308
H (-2.501, -1.040, -2.674)  0.409
O (-3.063, -1.431, -1.895)  -0.679

## Properties
F_max: 4.1 eV/A
energy relative to the best compared isomer or geometry (same formula, charge and spin): 61.34 kcal/mol
charge: 0
energy: -34857.7105 eV
Kohn-Sham gap: 0.33846 Ha
highest occupied orbital energy: -9.10 eV